[1]
A 5-piece molecular cluster, C21H52O15S3 overall, computed with ωB97M-V/def2-TZVPD.

```
91
C21H52O15S3 (ωB97M-V/def2-TZVPD)
O 5.76960 0.75019 -25.61358
S 4.58104 0.79450 -24.81755
O 3.80226 -0.42406 -24.56087
O 5.04699 1.46755 -23.33346
C 5.06946 0.63071 -22.22238
C 3.75836 0.56434 -21.55901
C 3.56479 2.27095 -25.48719
H 5.76020 1.08082 -21.50937
H 5.34505 -0.40640 -22.41355
H 3.26003 1.51048 -21.34784
H 3.88281 0.17282 -20.54939
H 3.02967 0.04094 -22.17800
H 2.70319 2.32493 -24.82174
H 3.23730 1.93086 -26.46962
H 4.09481 3.21828 -25.38838
O 8.63753 -0.17426 -17.82566
S 9.06495 -0.72635 -19.06941
O 10.16509 -0.17539 -19.89797
O 9.16180 -2.38441 -18.97436
C 9.81385 -3.03802 -19.99060
C 9.59645 -4.61320 -19.77954
C 7.49264 -0.91806 -20.01525
H 10.88991 -2.90987 -19.87325
H 9.43747 -2.79363 -20.98393
H 9.88162 -5.32723 -20.55215
H 8.58740 -4.90831 -19.49173
H 9.99130 -5.05805 -18.86614
H 7.81648 -1.40701 -20.93403
H 7.10675 0.08671 -20.18740
H 6.82042 -1.63146 -19.53851
O 12.79495 -4.88105 -19.29348
S 14.10467 -4.56524 -19.73966
O 15.03619 -5.58382 -20.23707
O 14.02994 -3.34160 -20.83558
C 13.61994 -2.00751 -20.46735
C 13.46512 -1.03259 -21.58921
C 15.14486 -3.69448 -18.38992
H 14.50132 -1.62064 -19.95588
H 12.80333 -1.86366 -19.75985
H 14.20955 -1.14208 -22.37784
H 13.72353 -0.02019 -21.27878
H 12.41821 -1.03144 -21.89267
H 14.65080 -2.81805 -17.97053
H 16.04818 -3.50660 -18.97028
H 15.32739 -4.43275 -17.60907
C -0.44771 -4.23980 -17.11251
O -0.13589 -3.35187 -16.04418
C 0.66840 -2.26864 -16.46034
C 2.18131 -2.69726 -16.78132
O 2.29272 -3.42981 -18.04200
C 3.58492 -4.17042 -18.22089
C 4.75240 -3.38617 -18.76286
O 5.06790 -2.27031 -17.84458
C 6.09918 -2.58045 -16.86618
H 0.49658 -4.74237 -17.32190
H -0.95431 -3.78628 -17.96444
H -1.13250 -5.04547 -16.84779
H 0.80089 -1.57589 -15.62929
H 0.21704 -1.71800 -17.28568
H 2.62728 -3.20168 -15.92414
H 2.72209 -1.76205 -16.92636
H 3.35848 -4.92760 -18.97156
H 3.87087 -4.71392 -17.32037
H 4.47430 -3.06731 -19.76739
H 5.51685 -4.14151 -18.94500
H 7.06932 -2.74706 -17.33433
H 5.62496 -3.30741 -16.20683
H 6.29231 -1.74463 -16.19371
C 7.81609 2.60927 -15.51425
O 6.72972 3.10208 -14.81141
C 7.07634 3.84305 -13.60125
C 7.77543 5.15530 -13.90429
O 9.28420 5.02376 -13.73557
C 9.79525 4.60942 -12.46824
C 11.31137 4.82002 -12.36653
O 12.05964 3.54377 -12.64321
C 12.14690 3.22483 -14.05521
H 8.63002 3.30644 -15.71322
H 7.60260 2.11991 -16.46453
H 8.33150 1.87032 -14.90074
H 7.63188 3.25830 -12.86807
H 6.17924 4.02284 -13.00881
H 7.37178 5.80831 -13.13050
H 7.58423 5.46120 -14.93287
H 9.51889 3.55509 -12.47840
H 9.40058 5.08400 -11.56985
H 11.67196 5.10236 -11.37741
H 11.75207 5.65469 -12.91170
H 12.64535 2.26383 -14.18224
H 12.77927 3.97202 -14.53468
H 11.22380 3.14075 -14.62872
```

Results
charge: 0
ΔE to the lowest compared entry with this formula, charge and spin: 136.4 kJ/mol
spin multiplicity: 1
E_LUMO: 0.37 eV
F_max: 4.2 eV/Å

Atom charges from the Löwdin analysis, given in e for atoms 1 to 2: O -0.29; S 0.70

***

[2]
C21H53B3FN3O9 as an isolated structure, computed with ωB97M-V/def2-TZVPD.

```
90
C21H53B3FN3O9 (ωB97M-V/def2-TZVPD)
C -6.43852 3.47586 -0.85724
C -7.14112 3.94359 0.41469
C -6.56247 3.26499 1.63766
F -7.22352 3.75584 2.77532
B -6.73611 1.69193 1.56266
O -5.62015 0.86903 1.62535
B -5.65187 -0.04111 0.57757
O -6.82530 -0.75468 0.42012
B -7.89681 0.11915 0.35536
O -7.96582 1.10910 1.31787
H -6.69887 2.45230 -1.12395
H -6.72316 4.11032 -1.69076
H -5.35793 3.55221 -0.75714
H -6.97197 5.01246 0.53089
H -8.20818 3.74971 0.35990
H -5.51359 3.53622 1.73800
H -4.76900 -0.10234 -0.21416
H -8.65703 0.05897 -0.55535
C 0.92613 -0.03649 -0.31558
O 1.16141 -0.20398 -1.69938
C 1.44099 -1.54283 -2.09579
C 0.29208 -2.10511 -2.90189
N -0.87416 -2.31775 -2.05540
C -2.11085 -2.62722 -2.76200
C -2.67412 -1.57806 -3.71367
O -3.12612 -0.39972 -3.07419
C -2.13461 0.57759 -2.81623
H 0.86260 1.03332 -0.12253
H -0.01832 -0.49429 0.00043
H 1.74060 -0.45947 0.28093
H 1.66218 -2.17300 -1.23364
H 2.33559 -1.51903 -2.72239
H 0.59360 -3.06239 -3.33928
H 0.09635 -1.40465 -3.72586
H -1.02437 -1.48971 -1.49517
H -2.87454 -2.82372 -2.00537
H -1.97135 -3.55907 -3.32011
H -3.55375 -2.01484 -4.19365
H -1.97156 -1.32248 -4.51641
H -1.35231 0.57103 -3.57937
H -1.67514 0.45033 -1.83238
H -2.62546 1.55124 -2.82712
C 1.29722 5.15468 5.06135
O 0.45666 6.00651 4.31080
C 1.13881 6.89653 3.43775
C 0.90475 6.53335 1.98898
N 1.56973 5.28594 1.64104
C 1.22937 4.75481 0.32598
C -0.21738 4.35697 0.05885
O -0.65744 3.23068 0.79324
C -1.12466 3.49407 2.10304
H 0.67178 4.64845 5.79418
H 1.78470 4.39656 4.43807
H 2.06833 5.72263 5.59044
H 2.20878 6.91775 3.66474
H 0.73713 7.89794 3.61524
H 1.30485 7.33287 1.35782
H -0.18221 6.49409 1.83254
H 1.35272 4.58975 2.34166
H 1.84727 3.86846 0.16272
H 1.52674 5.48992 -0.42890
H -0.28266 4.06678 -0.99317
H -0.91301 5.19369 0.19852
H -1.59762 4.47701 2.17320
H -0.32395 3.42864 2.84534
H -1.86475 2.73155 2.34606
C 8.01041 -5.57746 0.39023
O 7.28148 -6.41136 -0.48655
C 6.48446 -7.39715 0.15643
C 5.01009 -7.10553 -0.00671
N 4.61456 -5.93033 0.75592
C 3.25983 -5.45647 0.49490
C 2.92004 -4.97651 -0.91060
O 3.57359 -3.78023 -1.29236
C 4.87856 -3.93023 -1.81780
H 8.69149 -4.98601 -0.21877
H 7.36194 -4.89372 0.94946
H 8.59708 -6.16559 1.10229
H 6.74923 -7.47912 1.21470
H 6.70504 -8.35584 -0.32097
H 4.44019 -7.96715 0.35447
H 4.81375 -7.00037 -1.08276
H 5.26594 -5.18011 0.56746
H 3.06793 -4.62623 1.17872
H 2.55918 -6.25402 0.76220
H 1.85063 -4.74552 -0.92353
H 3.08293 -5.75302 -1.66803
H 4.99037 -4.87282 -2.35965
H 5.64380 -3.87208 -1.03852
H 5.04885 -3.10597 -2.51079
```

Results
charge: 0
ΔE to the lowest compared entry with this formula, charge and spin: 0.0 kJ/mol
spin multiplicity: 1
E_LUMO: 0.65 eV
F_max: 1.2 eV/Å

Atom charges from the Löwdin analysis, given in e for atoms 1 to 2: C -0.07; C -0.19

***

[3]
C21H54AlFN6O11P2 as an isolated structure, computed with ωB97M-V/def2-TZVPD.

```
96
C21H54AlFN6O11P2 (ωB97M-V/def2-TZVPD)
Al 0.02744 1.17281 -1.19192
F -1.11061 0.46545 1.18318
O -1.60808 -0.78419 -2.20691
P -2.92125 -1.45189 -2.25900
N -3.56780 -1.45572 -3.76582
C -3.33740 -0.35939 -4.70383
C -4.48807 -2.52102 -4.17800
N -4.02348 -0.91517 -1.12107
C -5.43991 -0.79711 -1.40258
C -3.64279 -0.77502 0.26760
N -2.80830 -3.05915 -1.78217
C -1.55637 -3.71051 -2.10194
C -3.87487 -3.96076 -1.31767
H -2.80289 0.43530 -4.19648
H -4.26144 0.04916 -5.13361
H -2.90106 -0.79798 -5.60617
H -5.28824 -2.68218 -3.45900
H -3.96753 -3.47954 -4.27094
H -4.82358 -2.28966 -5.18514
H -6.01907 -1.67369 -1.09625
H -5.87459 0.07228 -0.89965
H -5.59608 -0.57749 -2.45771
H -3.24998 0.20612 0.53491
H -4.48377 -1.05878 0.90467
H -2.87029 -1.51082 0.49901
H -0.79359 -3.05260 -2.50821
H -1.09893 -4.15523 -1.20750
H -1.69487 -4.55777 -2.78702
H -4.38502 -4.25270 -2.23663
H -4.56406 -3.54068 -0.59149
H -3.36543 -4.82486 -0.89850
O 2.35959 0.60934 0.40260
P 3.51120 0.42201 1.30272
N 3.11000 0.24937 2.88729
C 1.69548 0.27878 3.21489
C 4.02456 -0.00348 3.99152
N 4.53791 1.73134 1.15230
C 4.53719 2.56092 -0.02946
C 5.73898 1.83543 1.97426
N 4.53460 -0.85044 0.92511
C 5.37863 -0.86516 -0.24940
C 4.29776 -2.15106 1.59923
H 1.24662 -0.65830 3.54234
H 1.12060 0.64280 2.35887
H 1.48748 1.10498 3.90380
H 5.05758 -0.13999 3.67808
H 3.70170 -0.89368 4.53176
H 4.03939 0.86788 4.65184
H 4.53638 3.62369 0.23201
H 5.35876 2.39534 -0.73433
H 3.59607 2.42405 -0.55957
H 6.26055 2.74098 1.66570
H 5.47763 1.98542 3.02230
H 6.47784 1.03262 1.90815
H 5.82405 -1.84367 -0.41116
H 4.82755 -0.54983 -1.13861
H 6.26638 -0.22907 -0.13934
H 3.22450 -2.31310 1.67723
H 4.78052 -2.14823 2.57684
H 4.70556 -2.93115 0.96460
C 3.22084 5.10921 3.06977
O 2.62854 4.50259 1.90559
C 1.52009 3.79514 1.99701
O 1.10087 3.16148 1.05650
O 0.94553 3.81508 3.18386
C -0.32827 3.20203 3.35159
H 4.25805 5.30755 2.82020
H 3.22542 4.39959 3.89796
H 2.64930 5.99503 3.33204
H -0.31596 2.18030 2.97645
H -1.08177 3.70401 2.73549
H -0.68158 3.37259 4.36182
C -4.90797 2.70844 -3.22159
O -4.95901 3.07931 -1.84172
C -3.99106 2.65719 -1.04319
O -2.99537 2.05686 -1.38650
O -4.21840 3.19874 0.13763
C -3.34843 2.89927 1.22774
H -5.33462 1.70731 -3.27277
H -3.86549 2.61209 -3.54093
H -5.32021 3.46725 -3.87437
H -3.56867 3.50781 2.09765
H -2.31468 3.08845 0.93460
H -3.44820 1.84694 1.47564
C -0.05930 -2.37328 1.32787
O 1.10890 -3.01470 0.77558
C 1.45461 -2.65638 -0.45458
O 1.03500 -1.72305 -1.07890
O 2.29400 -3.59288 -0.88793
C 2.68051 -3.59182 -2.25633
H -0.21166 -2.76574 2.32779
H -0.96189 -2.68634 0.79278
H 0.06209 -1.30066 1.21031
H 1.95615 -3.03480 -2.85042
H 2.79663 -4.60887 -2.61909
H 3.65292 -3.11070 -2.39328
```

Results
charge: +2
ΔE to the lowest compared entry with this formula, charge and spin: 0.0 kJ/mol
spin multiplicity: 1
E_LUMO: -11.02 eV
F_max: 3.1 eV/Å

Atom charges from the Löwdin analysis, given in e for atoms 1 to 2: Al 1.23; F -0.45

***

[4]
C21H54HgO17S5 as an isolated structure, computed with ωB97M-V/def2-TZVPD.

```
98
C21H54HgO17S5 (ωB97M-V/def2-TZVPD)
Hg 0.04266 0.22388 0.04364
C -3.62518 0.86049 -2.51326
C -2.51033 -0.05822 -2.00515
C -1.61090 -0.57136 -3.12845
O -1.83980 0.51827 -0.94313
H -3.90952 0.59879 -3.54045
H -3.26146 1.88447 -2.63252
H -4.51157 0.76561 -1.89017
H -3.00955 -0.98380 -1.64676
H -1.02183 0.16901 -3.67195
H -2.24339 -1.04202 -3.89988
H -0.99918 -1.41066 -2.80142
C 3.18296 -1.24871 2.60757
C 2.95693 0.09483 1.90813
C 4.28555 0.67910 1.42063
O 1.97353 0.04240 0.96196
H 2.27610 -1.84191 2.71670
H 3.67804 -1.13163 3.57668
H 3.86650 -1.87739 2.01621
H 2.62106 0.78552 2.72704
H 4.15506 1.64225 0.92808
H 4.75282 -0.02358 0.71848
H 4.95928 0.75267 2.27849
O -2.21154 0.51158 3.55621
S -2.27246 -0.59200 2.66664
O -1.10403 -0.93992 1.91448
O -2.75094 -1.83499 3.49969
C -2.75542 -3.12685 2.85166
C -3.81901 -3.97060 3.50480
C -3.62201 -0.34051 1.55464
H -1.75205 -3.54603 2.93513
H -2.94756 -3.02382 1.78115
H -4.78085 -3.52798 3.24480
H -3.71632 -3.94078 4.59059
H -3.73919 -5.01891 3.22624
H -4.54204 -0.45130 2.12617
H -3.58821 -1.12729 0.80185
H -3.52113 0.64516 1.11119
O 2.38636 3.10051 -2.55092
S 1.08434 3.12013 -1.96240
O 0.80655 2.40625 -0.77059
O 0.68441 4.61705 -1.64220
C 1.13154 5.64744 -2.52769
C -0.03220 6.59072 -2.80386
C -0.08138 2.68362 -3.19846
H 1.49691 5.29670 -3.49277
H 1.92332 6.23851 -2.06675
H -0.80843 6.08944 -3.38552
H 0.31761 7.44735 -3.38299
H -0.49416 6.98118 -1.89802
H -1.02969 2.51967 -2.68224
H 0.21907 1.69848 -3.55582
H -0.13432 3.42638 -3.98582
O -0.27239 1.94027 1.79758
S 0.00084 3.30114 2.11921
O -0.75050 4.34580 1.52052
O -0.18333 3.46130 3.68120
C 0.23692 2.37201 4.53774
C 1.28715 2.85222 5.51359
C 1.72263 3.63130 1.98458
H 0.67281 1.57374 3.93236
H -0.64513 1.95762 5.01703
H 0.98030 3.76282 6.02910
H 2.24254 3.00832 5.01081
H 1.46355 2.09969 6.28445
H 2.00159 4.44750 2.64320
H 2.00546 3.80550 0.95111
H 2.27673 2.73491 2.27607
O -0.18289 -2.19870 -0.55736
S -0.81526 -3.46472 -0.45722
O -0.63221 -4.34424 0.64730
O -2.37324 -3.16927 -0.57675
C -3.27578 -4.26703 -0.74290
C -4.68285 -3.71402 -0.85853
C -0.48435 -4.32041 -1.96919
H -3.17689 -5.03781 0.02480
H -3.05943 -4.75824 -1.69761
H -4.94815 -3.06289 -0.02946
H -5.36754 -4.54421 -1.02810
H -4.72926 -3.13356 -1.78309
H -0.87627 -5.33290 -1.93339
H 0.59861 -4.36494 -2.08196
H -0.90448 -3.75452 -2.79699
O 2.03983 -0.86069 -4.42317
S 2.34520 -0.65695 -3.05025
O 1.37838 -0.21979 -2.09384
O 2.89371 -2.06614 -2.56727
C 3.15066 -2.25126 -1.15967
C 4.23838 -3.30383 -0.99185
C 3.83443 0.31647 -2.90521
H 2.23700 -2.63797 -0.70846
H 3.35606 -1.33230 -0.61032
H 4.66599 -3.28781 0.00328
H 5.01916 -3.08408 -1.73113
H 3.86716 -4.27233 -1.32912
H 3.81140 1.14174 -3.60776
H 4.64408 -0.37837 -3.10198
H 3.83440 0.65938 -1.87106
```

Results
charge: 0
ΔE to the lowest compared entry with this formula, charge and spin: 0.0 kJ/mol
spin multiplicity: 1
E_LUMO: 0.26 eV
F_max: 1.8 eV/Å

Atom charges from the Löwdin analysis, given in e for atoms 1 to 2: Hg 1.21; C -0.05

***

[5]
A 7-piece molecular cluster, C21H54N8O7 overall, computed with ωB97M-V/def2-TZVPD.

```
90
C21H54N8O7 (ωB97M-V/def2-TZVPD)
C 4.58294 0.92656 2.47116
C 3.85312 -0.33604 2.94257
C 3.83087 -0.18991 4.48588
C 2.84974 -1.09487 5.17505
C 1.50580 -0.86904 4.55957
C 1.43204 -1.13651 3.06341
N 2.40864 -0.21058 2.49481
O 2.47426 -0.33160 1.08962
C 1.53915 -2.62592 2.80367
C 0.13285 -0.55863 2.59655
C 4.58613 -1.58167 2.48534
H 5.55029 0.92199 2.97107
H 4.04891 1.74998 2.87922
H 4.74284 1.04651 1.38854
H 4.86599 -0.25257 4.85822
H 3.55777 0.83450 4.82507
H 2.86587 -0.89962 6.26364
H 3.11062 -2.12812 4.95599
H 1.01956 0.10789 4.89246
H 0.84070 -1.53391 5.02271
H 0.58608 -3.07485 3.14311
H 1.74736 -2.93520 1.80907
H 2.19914 -3.09954 3.45423
H -0.67867 -0.72483 3.33043
H 0.38205 0.46266 2.42605
H -0.19149 -0.94001 1.62872
H 5.57223 -1.22566 2.25267
H 4.11922 -1.91162 1.57356
H 4.52437 -2.43737 3.16847
H 2.29099 -1.26820 0.82125
C 0.53383 -0.05711 -3.34080
C 1.12913 1.21175 -2.80175
C 0.84708 2.46061 -3.74881
C 1.20288 3.81948 -3.15008
C 0.50706 3.96668 -1.83192
C 0.86982 2.78532 -0.88369
N 0.41135 1.51272 -1.55073
O 0.45927 0.41216 -0.69648
C 2.33701 2.70098 -0.46356
C 0.05540 2.96551 0.38419
C 2.65274 0.87945 -2.72787
H 0.92282 -0.27348 -4.35131
H -0.54505 0.05301 -3.29216
H 0.87765 -0.93199 -2.68566
H 1.44820 2.39279 -4.62844
H -0.23428 2.43998 -4.15877
H 0.84660 4.60124 -3.85259
H 2.30854 3.96638 -3.03714
H -0.58993 3.89885 -1.91092
H 0.73824 4.93744 -1.35486
H 2.64883 1.64512 -0.42575
H 3.06470 3.26252 -1.05030
H 2.55176 3.14769 0.55285
H -1.03754 3.01608 0.22588
H 0.10105 2.10905 0.98033
H 0.42036 3.80186 1.03011
H 2.79626 0.15268 -1.95059
H 3.28777 1.70158 -2.45239
H 2.96891 0.46819 -3.67704
H 1.30528 0.51659 -0.19945
C -4.33107 -3.23862 -0.09531
O -3.18813 -2.76570 -0.00248
N -4.65335 -3.80736 -1.32554
N -5.31951 -3.07177 0.77654
H -5.56757 -4.11795 -1.61205
H -3.87936 -3.46091 -1.84524
H -6.27980 -3.32120 0.58532
H -5.02933 -2.63657 1.65575
C -7.34261 -0.80665 -1.44801
O -7.81468 -1.85987 -1.00981
N -7.65559 -0.35042 -2.70313
N -6.39529 -0.08950 -0.84554
H -7.46716 0.60657 -2.87576
H -8.33948 -0.89434 -3.20343
H -5.66059 0.39211 -1.30025
H -6.20214 -0.34119 0.15339
C -3.25534 1.11414 -2.39539
O -4.46227 0.98471 -2.71602
N -2.60633 0.42309 -1.38993
N -2.43938 2.00666 -2.99494
H -1.57776 0.36777 -1.27978
H -3.06547 -0.34815 -0.94195
H -1.52014 2.11962 -2.56981
H -2.92246 2.76101 -3.35917
O 1.83953 -2.93090 -0.54884
H 0.86228 -2.85673 -0.61125
H 1.93513 -3.90626 -0.57278
O -0.72374 -3.03128 -1.48507
H -0.64547 -2.11179 -1.83324
H -1.52802 -3.07551 -0.98868
```

Results
charge: 0
ΔE to the lowest compared entry with this formula, charge and spin: 0.0 kJ/mol
spin multiplicity: 1
E_LUMO: 0.63 eV
F_max: 4.0 eV/Å

Atom charges from the Löwdin analysis, given in e for atoms 1 to 2: C -0.04; C -0.49

***

Computed calculated total energy, in the same sequence as the records: -3154.1501; -1847.8629; -3013.1244; -4255.8395; -1797.2951 Eh.
Computed highest occupied orbital energy, in the same sequence as the records: -9.15; -8.54; -13.16; -7.63; -8.75 eV.